Entry from the Open Molecules 2025 dataset: a 2-piece molecular cluster, C3H11N2O overall at a distorted geometry (ωB97M-V/def2-TZVPD).

```
17
Properties=species:S:1:pos:R:3:lowdin_charge:R:1
C 0.11 -1.75 1.36 -0.0589
C 0.55 -0.37 1.94 -0.0289
N 0.44 1.75 -1.21 0.3970
C 0.17 0.84 -0.34 -0.0373
N 0.87 0.64 0.77 0.2499
H 0.46 -2.25 0.28 0.1781
H 0.31 -2.55 2.09 0.1062
H -1.02 -1.88 1.28 0.1159
H -0.40 0.13 2.43 0.2243
H 1.33 -0.38 2.69 0.1443
H 1.39 1.98 -1.25 0.1644
H -0.06 1.92 -2.03 0.1681
H -0.72 0.37 -0.30 0.1069
H 1.64 1.29 0.81 0.1843
H -2.51 -1.21 -2.08 0.0801
H -1.23 -0.54 -2.80 0.0479
O -1.67 -0.74 -1.97 -0.0422
```

Expectation value of S²: 0.769
Molecular weight (g mol⁻¹): 91.134
Relative energy (zero: lowest compared OMol25 entry of this formula, charge and spin) (kcal/mol): 77.6
HOMO (alpha / beta) (eV): -19.24 / -19.23
Spin multiplicity: 2
Charge: +2
Calculated total energy (eV): -8294.84280

***

Entry from the Open Molecules 2025 dataset: C32H34BF2GeN4PSeV as an isolated structure at a distorted geometry (ωB97M-V/def2-TZVPD).

```
77
Properties=species:S:1:pos:R:3:lowdin_charge:R:1
V 0.53 -0.52 -0.30 0.2535
C 2.26 -0.91 1.36 -0.1535
C 1.07 -0.92 2.15 -0.1319
C 0.03 -1.75 1.81 -0.1769
C 0.06 -2.49 0.60 -0.2216
C 1.30 -2.52 -0.14 -0.2085
C 2.41 -1.79 0.31 -0.1558
H 3.08 -0.26 1.63 0.1165
H 0.98 -0.27 3.01 0.1130
H -0.88 -1.76 2.40 0.1056
H -0.75 -3.16 0.34 0.0883
H 1.40 -3.17 -1.00 0.1017
H 3.33 -1.81 -0.25 0.1152
C -4.95 -0.88 -1.25 -0.1345
N -3.79 -0.75 -2.22 -0.0465
C -3.73 0.71 -2.71 -0.1098
N -3.69 1.62 -1.63 -0.1254
C -4.80 1.41 -0.73 -0.1696
N -4.84 0.06 -0.18 -0.1480
C -3.69 -0.20 0.73 -0.2751
P -2.03 -0.05 -0.14 1.0612
C -2.53 -1.15 -1.52 -0.2785
C -2.39 1.57 -0.94 -0.3162
H -4.95 -1.90 -0.89 0.1362
H -5.87 -0.68 -1.81 0.1357
H -3.92 -1.36 -3.04 0.1458
H -4.62 0.84 -3.32 0.1434
H -2.83 0.78 -3.32 0.1101
H -5.74 1.58 -1.27 0.1295
H -4.72 2.13 0.09 0.1369
H -3.81 -1.20 1.16 0.0850
H -3.75 0.52 1.55 0.0915
H -2.69 -2.18 -1.17 0.1053
H -1.70 -1.14 -2.21 -0.0027
H -1.58 1.81 -1.62 0.0243
H -2.36 2.36 -0.18 0.0883
C 0.31 -0.25 -1.96 -0.3633
Ge 0.23 0.00 -3.85 0.8945
C 1.81 -0.82 -4.69 -0.2701
C 1.97 -0.89 -6.08 -0.1095
C 3.09 -1.49 -6.64 -0.1060
C 4.06 -2.04 -5.82 -0.1114
C 3.92 -1.97 -4.44 -0.0959
C 2.80 -1.37 -3.89 -0.1015
C 0.11 1.85 -4.49 -0.2750
C 1.27 2.61 -4.34 -0.1245
C 1.32 3.94 -4.72 -0.1123
C 0.19 4.55 -5.26 -0.1118
C -0.97 3.82 -5.40 -0.1048
C -1.01 2.49 -5.01 -0.1304
C -1.29 -1.12 -4.59 -0.2555
C -1.36 -2.43 -4.08 -0.1360
C -2.40 -3.28 -4.39 -0.0999
C -3.42 -2.86 -5.24 -0.1199
C -3.36 -1.59 -5.79 -0.1073
C -2.30 -0.74 -5.47 -0.1189
H 1.21 -0.46 -6.73 0.0995
H 3.19 -1.54 -7.72 0.0933
H 4.94 -2.51 -6.26 0.0923
H 4.69 -2.39 -3.80 0.0953
H 2.68 -1.30 -2.81 0.0757
H 2.15 2.17 -3.89 0.1081
H 2.22 4.52 -4.55 0.1041
H 0.22 5.60 -5.53 0.1001
H -1.87 4.30 -5.78 0.0972
H -1.95 1.96 -5.11 0.0616
H -0.59 -2.76 -3.39 0.1069
H -2.42 -4.28 -3.98 0.1004
H -4.24 -3.52 -5.48 0.0944
H -4.12 -1.25 -6.48 0.0979
H -2.27 0.23 -5.94 0.0814
Se -0.30 4.37 -1.48 0.4551
C -0.58 5.63 -0.19 -0.9691
N -0.76 6.45 0.62 -0.0597
F 0.54 2.17 1.31 0.0807
B 1.09 1.56 0.24 -0.6856
F 2.29 2.13 -0.04 0.0969
```

Molecular weight (g mol⁻¹): 756.948
Relative energy (zero: lowest compared OMol25 entry of this formula, charge and spin) (kcal/mol): 48.7
HOMO (eV): -3.31
Spin multiplicity: 1
Charge: -1
Calculated total energy (eV): -202645.09244

***

Entry from the Open Molecules 2025 dataset: one molecule with the formula C7H14N2O4S at a distorted geometry (ωB97M-V/def2-TZVPD).

```
28
Properties=species:S:1:pos:R:3:lowdin_charge:R:1
C -2.96 -0.93 -1.38 0.0484
C -3.09 0.28 0.96 -0.1220
C -2.37 -0.50 -0.27 -0.2998
C 2.56 -1.56 -0.63 -0.0538
C 2.07 0.66 0.45 -0.2138
C 1.35 -0.74 0.04 -0.2860
C 0.08 -0.60 -0.78 -0.3970
N 0.14 0.61 -1.55 0.0275
N -1.06 -0.61 0.13 0.0382
O 0.57 0.37 2.57 -0.2704
O -2.44 1.02 1.63 0.0412
O 2.06 2.32 2.37 -0.3031
O 0.10 2.30 0.95 -0.1934
S 1.14 1.39 1.73 0.5761
H -2.39 -1.42 -2.15 0.0594
H -4.01 -0.88 -1.48 0.0403
H -4.28 0.19 0.97 0.1602
H 2.55 -1.18 -1.62 0.0516
H 3.48 -1.19 -0.14 0.0578
H 2.61 -2.72 -0.60 0.1072
H 2.20 1.45 -0.33 0.1107
H 3.21 0.57 0.76 0.1505
H 1.08 -1.25 0.98 0.1249
H -0.04 -1.43 -1.57 0.1692
H -0.16 1.55 -1.06 0.1182
H -0.65 0.54 -2.28 0.1049
H -0.95 -0.14 1.00 0.0463
H -0.81 1.89 1.29 0.1068
```

Molecular weight (g mol⁻¹): 222.266
Relative energy (zero: lowest compared OMol25 entry of this formula, charge and spin) (kcal/mol): 90.4
Structure (SMILES): C=C(C=O)N[C@@H](N)[C@@H](C)CS(=O)(=O)O
HOMO (eV): -8.86
Spin multiplicity: 1
Calculated total energy (eV): -29488.69846

***

Entry from the Open Molecules 2025 dataset: C27H17BBrCl5N3NiO4 as an isolated structure (ωB97M-V/def2-TZVPD).

```
59
Properties=species:S:1:pos:R:3:lowdin_charge:R:1
Ni -0.50 -0.08 1.52 0.3820
Cl -3.73 0.48 1.64 0.6836
C -3.20 -1.09 1.13 -0.6584
C -1.84 -1.39 1.15 -0.2267
C -1.49 -2.70 0.86 -0.6559
Cl 0.16 -3.20 1.02 0.7137
C -2.42 -3.66 0.46 -0.7074
Cl -1.94 -5.26 0.06 0.6594
C -3.77 -3.31 0.40 -0.7122
Cl -4.95 -4.47 -0.10 0.6523
C -4.16 -2.02 0.75 -0.7071
Cl -5.84 -1.60 0.73 0.6534
O 4.53 -3.95 -4.58 0.1007
C 3.25 -4.02 -4.12 -0.4802
O 2.50 -4.81 -4.61 0.1188
C 2.88 -3.06 -3.04 -0.1435
C 3.81 -2.41 -2.25 -0.0358
C 3.40 -1.51 -1.27 -0.0180
C 2.05 -1.26 -1.09 -0.2605
C 1.10 -1.95 -1.84 -0.0236
C 1.52 -2.84 -2.81 0.0155
N 1.60 -0.37 -0.08 0.1426
C 2.21 0.73 0.05 -0.0712
C 1.88 1.65 1.15 -0.2111
C 2.68 2.76 1.38 -0.0114
C 2.39 3.59 2.45 -0.0545
C 1.30 3.29 3.25 -0.0359
C 0.55 2.17 2.95 -0.0776
N 0.83 1.37 1.92 0.0577
H 4.97 -3.19 -4.18 0.0839
H 4.87 -2.62 -2.33 0.1101
H 4.14 -1.06 -0.62 0.1099
H 0.05 -1.75 -1.66 0.0926
H 0.80 -3.37 -3.41 0.1266
H 3.01 1.06 -0.62 0.1317
H 3.53 2.96 0.74 0.1126
H 3.00 4.46 2.65 0.1084
H 1.03 3.90 4.10 0.1089
H -0.30 1.88 3.55 0.1219
Br -3.59 6.40 -3.31 0.6918
C -2.88 4.78 -2.62 -0.6960
C -2.47 3.79 -3.49 -0.1284
C -1.94 2.62 -2.98 -0.0155
C -1.83 2.43 -1.61 -0.1160
C -2.26 3.43 -0.75 -0.0175
C -2.79 4.61 -1.24 -0.1275
C -1.25 1.13 -1.08 -0.5712
O -0.95 0.25 -1.88 0.0332
O -1.13 1.11 0.19 -0.1310
H -2.55 3.94 -4.56 0.0954
H -1.62 1.82 -3.63 0.1165
H -2.18 3.26 0.32 0.1105
H -3.13 5.40 -0.58 0.0956
B 0.17 -1.54 5.84 -0.4286
C -0.02 -1.11 4.33 -0.1629
N -0.15 -0.80 3.23 0.0883
H 1.36 -1.76 5.99 -0.0110
H -0.51 -2.52 6.02 -0.0084
H -0.20 -0.60 6.52 -0.0127
```

Molecular weight (g mol⁻¹): 774.124
Relative energy (zero: lowest compared OMol25 entry of this formula, charge and spin) (kcal/mol): 7.3
HOMO (alpha / beta) (eV): -6.31 / -6.31
Spin multiplicity: 1
Charge: -1
Calculated total energy (eV): -215313.39067